Model i:
CH4BrN2 | ωB97M-V with the def2-TZVPD basis set

## Properties
* total charge: +1
* multiplicity: 1
* LUMO: -5.14 eV
* Kohn-Sham gap: 0.368 hartree
* HOMO level: -15.15 eV
* SMILES: [NH2+]=CNBr

Atoms and positions in Å:
N  0.718  0.931  -0.007
C  0.454  -0.338  -0.057
N  -0.797  -0.856  0.054
Br  -2.447  0.053  -0.050
H  1.619  1.238  -0.407
H  0.104  1.654  0.377
H  1.381  -0.891  -0.226
H  -1.033  -1.791  0.315

=====

Model ii:
CH4BrN2 | ωB97M-V with the def2-TZVPD basis set

## Properties
* total charge: +1
* multiplicity: 1
* LUMO (spin up / spin down): -6.77 / -6.77 eV
* Kohn-Sham gap (spin up / spin down): 0.303 / 0.303 hartree
* HOMO level (spin up / spin down): -15.01 / -15.01 eV

Atoms and positions in Å:
C  -0.470  -0.169  -0.056
N  0.732  -0.660  -0.006
N  -0.727  1.104  0.040
Br  2.452  0.034  -0.177
H  -1.260  -1.052  -0.157
H  0.872  -2.376  -0.067
H  -1.596  1.528  0.000
H  -0.004  1.590  0.424

=====

Result of the stability comparison: model ii is the least stable of them.

=====

Model i:
C6H6S | ωB97M-V with the def2-TZVPD basis set

## Properties
* total charge: 0
* multiplicity: 1
* LUMO: -0.33 eV
* Kohn-Sham gap: 0.289 hartree
* HOMO level: -8.19 eV
* SMILES: C[C@]12C[C@H]1S1#CC=12

Atoms and positions in Å:
C  1.334  -0.486  -1.069
C  0.044  -0.065  -0.325
C  -0.433  1.361  0.150
C  -0.167  0.204  1.132
S  -1.642  -0.858  1.728
C  -2.125  -1.569  0.142
C  -1.126  -0.893  -0.405
H  1.143  -1.569  -1.163
H  2.104  -0.327  -0.350
H  1.506  0.155  -2.080
H  -1.477  1.554  0.161
H  0.294  2.158  0.175
H  0.546  0.334  1.904

=====

Model ii:
C6H6S | ωB97M-V with the def2-TZVPD basis set

## Properties
* total charge: 0
* multiplicity: 1
* LUMO: -0.41 eV
* Kohn-Sham gap: 0.293 hartree
* HOMO level: -8.38 eV
* SMILES: S=C1CCC2=C1C2

Atoms and positions in Å:
S  2.985  0.106  0.027
C  1.366  0.097  -0.028
C  0.533  1.353  -0.045
C  -0.898  0.945  0.121
C  -0.889  -0.498  -0.035
C  0.393  -0.967  -0.005
C  -0.643  -2.001  0.034
H  0.872  2.082  0.733
H  0.631  1.523  -1.148
H  -1.514  1.450  -0.579
H  -1.366  1.226  1.019
H  -0.804  -2.531  -0.964
H  -0.666  -2.785  0.869

=====

Model iii:
C6H6S | ωB97M-V with the def2-TZVPD basis set

## Properties
* total charge: 0
* multiplicity: 1
* LUMO (spin up / spin down): -2.04 / -1.70 eV
* Kohn-Sham gap (spin up / spin down): 0.216 / 0.240 hartree
* HOMO level (spin up / spin down): -7.90 / -8.22 eV
* SMILES: C#[SH]=C1C=CC=C1

Atoms and positions in Å:
C  3.759  -0.545  0.021
S  2.139  0.048  0.289
C  0.073  -0.184  0.179
C  -0.554  -1.412  0.208
C  -1.896  -1.057  0.178
C  -2.013  0.353  0.299
C  -0.751  0.910  0.399
H  4.238  0.203  -0.627
H  2.054  1.221  -0.386
H  -0.110  -2.379  0.106
H  -2.709  -1.746  0.043
H  -2.927  0.917  0.268
H  -0.498  1.944  0.478

=====

Result of the stability comparison: model iii is the least stable of them.